{
  "formula": "C21H19N3O4S2",
  "method": "wB97M-V/def2-TZVPD",
  "gap_ev": 8.70,
  "spin_multiplicity": 1,
  "symbols": ["C", "H", "O", "C", "C", "C", "C", "C", "C", "H", "H", "C", "N", "C", "N", "C", "C", "C", "O", "S", "C", "C", "H", "H", "S", "C", "H", "C", "O", "N", "H", "C", "C", "C", "C", "C", "O", "H", "H", "H", "H", "H", "H", "H", "H", "H", "H", "H", "H"],
  "positions_angstrom": [[-5.5547, -0.2565, -1.3505], [-6.1028, -0.5282, -0.4426], [-4.7246, 0.8593, -1.1385], [-3.7450, 0.7758, -0.1993], [-3.4690, -0.3494, 0.5697], [-2.4390, -0.3187, 1.4966], [-1.6711, 0.8206, 1.6759], [-1.9577, 1.9491, 0.9107], [-2.9768, 1.9283, -0.0149], [-3.2066, 2.7959, -0.6124], [-1.3715, 2.8445, 1.0496], [-0.5199, 0.8460, 2.6472], [0.7548, 0.7283, 1.9454], [1.2904, -0.4768, 1.6377], [2.3724, -0.6721, 0.9667], [3.0356, 0.4184, 0.5189], [2.5822, 1.7013, 0.8055], [1.3846, 1.9359, 1.5515], [0.9002, 3.0067, 1.8508], [3.6105, 2.9047, 0.1188], [4.6246, 1.6758, -0.5438], [4.2162, 0.4143, -0.2619], [4.6997, -0.4884, -0.5841], [5.4832, 1.9715, -1.1144], [0.4725, -1.9372, 2.1786], [1.6221, -3.1687, 1.5072], [2.5500, -3.1381, 2.0762], [1.9448, -2.9587, 0.0281], [3.0337, -3.2222, -0.4208], [0.8791, -2.5918, -0.7225], [0.0311, -2.3235, -0.2427], [1.0425, -2.0570, -2.0584], [0.9471, -0.5628, -2.0474], [0.0107, 0.2689, -1.5032], [0.4605, 1.5885, -1.7531], [1.6321, 1.4581, -2.4300], [1.9367, 0.1612, -2.6066], [2.3164, 2.1811, -2.8266], [-0.0247, 2.4969, -1.4625], [-0.8908, -0.0102, -0.9957], [0.2759, -2.4903, -2.7106], [2.0323, -2.3543, -2.4117], [1.1326, -4.1327, 1.6540], [-0.5955, 0.0291, 3.3688], [-0.4916, 1.8066, 3.1691], [-2.2395, -1.1987, 2.0905], [-4.0467, -1.2539, 0.4617], [-6.2625, 0.0453, -2.1208], [-4.9845, -1.1218, -1.7042]]
}



{
  "formula": "C28H33BrN6O9Sr",
  "method": "wB97M-V/def2-TZVPD",
  "gap_ev": 8.13,
  "spin_multiplicity": 1,
  "symbols": ["Sr", "O", "C", "O", "C", "C", "C", "C", "C", "O", "C", "C", "O", "O", "H", "H", "H", "H", "H", "H", "H", "H", "C", "O", "C", "C", "C", "Br", "C", "C", "C", "O", "C", "N", "C", "C", "C", "C", "C", "C", "N", "H", "H", "H", "H", "H", "H", "H", "H", "H", "H", "H", "N", "C", "C", "C", "C", "N", "C", "N", "N", "C", "O", "O", "H", "H", "H", "H", "H", "H", "H", "H", "H", "H", "H", "H", "H", "H"],
  "positions_angstrom": [[-0.0338, -0.1174, -0.2645], [2.5378, 1.9206, -0.7821], [2.0445, 1.4346, 0.2433], [0.8367, 1.5692, 0.6058], [2.9698, 0.6262, 1.1727], [2.2263, 0.1257, 2.4185], [3.2414, -0.4273, 3.4340], [3.6055, -1.7854, 2.7867], [2.7687, -1.7261, 1.4995], [1.5774, -1.0549, 1.9294], [3.4240, -0.7220, 0.5267], [2.9170, -0.9642, -0.8987], [3.7411, -1.1288, -1.8012], [1.6475, -1.0601, -1.0396], [3.8206, 1.2626, 1.4125], [1.4981, 0.8252, 2.8152], [2.7841, -0.5598, 4.4138], [4.0975, 0.2376, 3.5444], [3.2886, -2.6189, 3.4133], [4.6688, -1.8932, 2.5794], [2.5223, -2.6893, 1.0576], [4.5064, -0.8191, 0.4978], [-0.3016, -3.4493, -0.4439], [-0.6908, -2.3464, 0.3702], [-1.8237, -2.4593, 1.0904], [-2.5768, -3.6126, 1.2187], [-3.6960, -3.6098, 2.0436], [-4.7041, -5.2090, 2.2164], [-4.0880, -2.4918, 2.7331], [-3.3486, -1.3099, 2.5915], [-2.2261, -1.2857, 1.7612], [-1.4910, -0.1704, 1.5638], [-3.7223, -0.0913, 3.2960], [-3.0301, 1.0230, 3.2266], [-3.6808, 1.9421, 4.0233], [-3.3736, 3.2687, 4.3120], [-4.2256, 3.9535, 5.1555], [-5.3648, 3.3453, 5.6980], [-5.6819, 2.0280, 5.4245], [-4.8179, 1.3376, 4.5855], [-4.8139, 0.0438, 4.1053], [-1.1006, -3.7251, -1.1328], [-0.0122, -4.3065, 0.1704], [0.5452, -3.1050, -1.0266], [-2.3065, -4.5162, 0.6946], [-4.9569, -2.5291, 3.3740], [-1.8763, 0.5539, 2.1476], [-2.4972, 3.7345, 3.8819], [-4.0134, 4.9832, 5.4110], [-6.0148, 3.9194, 6.3447], [-6.5605, 1.5573, 5.8466], [-5.5026, -0.6571, 4.3071], [0.6935, -2.1564, -3.6958], [-0.1767, -1.0268, -4.0270], [0.2823, -0.1332, -5.2279], [1.7611, -0.0581, -5.6487], [2.7314, 0.7583, -4.7887], [2.1044, 1.9599, -4.2713], [2.4508, 3.2012, -4.4391], [1.8140, 4.1556, -3.7293], [3.3266, 3.5796, -5.3972], [-0.5720, -0.3444, -2.6898], [-0.1975, 0.8341, -2.4143], [-1.2974, -0.9916, -1.9126], [1.5005, -1.8464, -3.1606], [1.0218, -2.6123, -4.5378], [-1.1300, -1.4563, -4.3501], [-0.1168, 0.8759, -5.1073], [-0.2248, -0.5636, -6.0950], [1.7656, 0.3804, -6.6512], [2.1557, -1.0707, -5.7498], [3.5981, 1.0341, -5.3930], [3.1078, 0.1760, -3.9468], [1.3657, 1.7811, -3.5620], [1.4875, 3.8201, -2.8298], [2.2280, 5.0702, -3.6975], [3.8733, 2.8765, -5.8595], [3.7099, 4.5058, -5.3727]]
}



{
  "formula": "C35H31FeN2O4PS",
  "method": "wB97M-V/def2-TZVPD",
  "gap_ev": 7.09,
  "spin_multiplicity": 1,
  "symbols": ["Fe", "C", "C", "O", "C", "C", "C", "C", "C", "C", "O", "H", "H", "H", "H", "H", "H", "H", "O", "C", "C", "C", "C", "C", "C", "C", "P", "C", "C", "C", "C", "C", "C", "C", "C", "C", "C", "C", "C", "H", "H", "H", "H", "H", "H", "H", "H", "H", "H", "H", "H", "H", "H", "N", "C", "C", "C", "C", "N", "C", "C", "H", "H", "H", "H", "C", "S", "C", "O", "H", "H", "H", "H", "H", "H"],
  "positions_angstrom": [[-0.8250, 0.2963, 0.1888], [-0.4410, -0.2623, -4.0638], [-0.7201, -0.6021, -2.6162], [-0.6237, 0.3445, -1.8185], [-1.0687, -1.9568, -2.2460], [-1.0060, -2.9734, -3.2349], [-1.3898, -4.2614, -2.9927], [-1.8940, -4.5851, -1.7155], [-1.9670, -3.6445, -0.7313], [-1.5266, -2.2974, -0.9303], [-1.5991, -1.5027, 0.0675], [-0.3839, 0.8195, -4.1524], [-1.2058, -0.6509, -4.7346], [0.5180, -0.6888, -4.3697], [-0.6341, -2.7210, -4.2191], [-1.3196, -5.0147, -3.7655], [-2.2227, -5.5977, -1.5107], [-2.3429, -3.8870, 0.2562], [-2.0611, 0.6257, 2.7634], [-1.0232, 0.3596, 2.1386], [0.2207, 0.1247, 3.0267], [0.1813, 0.2659, 4.4106], [1.3096, 0.0004, 5.1688], [2.4855, -0.4252, 4.5529], [2.5321, -0.5660, 3.1780], [1.4018, -0.2687, 2.4154], [1.2720, -0.3877, 0.6060], [2.5692, 0.7106, -0.0561], [2.6539, 0.8325, -1.4444], [3.5388, 1.7267, -2.0256], [4.3386, 2.5336, -1.2242], [4.2449, 2.4372, 0.1558], [3.3665, 1.5287, 0.7375], [1.8678, -2.0835, 0.2721], [1.1172, -3.1228, 0.8252], [1.4739, -4.4422, 0.6004], [2.5802, -4.7424, -0.1837], [3.3325, -3.7164, -0.7342], [2.9805, -2.3912, -0.5061], [-0.7544, 0.5668, 4.8678], [1.2802, 0.1086, 6.2465], [3.3593, -0.6520, 5.1511], [3.4405, -0.9113, 2.6958], [2.0060, 0.2322, -2.0731], [3.5965, 1.8034, -3.1041], [5.0292, 3.2346, -1.6756], [4.8610, 3.0656, 0.7873], [3.2981, 1.4704, 1.8178], [0.2401, -2.8910, 1.4193], [0.8785, -5.2391, 1.0279], [2.8532, -5.7742, -0.3657], [4.1992, -3.9440, -1.3424], [3.5831, -1.6004, -0.9322], [-7.6068, 2.8965, -1.1506], [-6.5568, 2.4878, -0.9309], [-5.2278, 1.9817, -0.6554], [-4.1178, 2.5761, -1.2404], [-2.8685, 2.0638, -0.9401], [-2.6851, 1.0282, -0.1167], [-3.7551, 0.4586, 0.4406], [-5.0441, 0.9040, 0.1935], [-4.2270, 3.4126, -1.9156], [-1.9660, 2.4765, -1.3738], [-3.5550, -0.3739, 1.0959], [-5.8879, 0.4197, 0.6640], [-1.5197, 3.7729, 1.6886], [0.1202, 3.2216, 1.2352], [0.6285, 4.6864, 0.3567], [-0.0473, 2.2096, 0.1295], [-2.0417, 4.1549, 0.8062], [-1.4148, 4.5485, 2.4486], [-2.0392, 2.9092, 2.0976], [0.6836, 5.5189, 1.0583], [-0.0867, 4.8862, -0.4417], [1.6135, 4.4764, -0.0582]]
}



{
  "formula": "C45H87N4O3",
  "method": "wB97M-V/def2-TZVPD",
  "gap_ev": [5.73, 6.37],
  "spin_multiplicity": 3,
  "total_charge": 1,
  "symbols": ["C", "C", "C", "C", "C", "C", "C", "C", "C", "C", "C", "C", "C", "C", "C", "C", "C", "C", "C", "C", "C", "C", "N", "N", "C", "C", "O", "C", "C", "C", "H", "H", "H", "H", "H", "H", "H", "H", "H", "H", "H", "H", "H", "H", "H", "H", "H", "H", "H", "H", "H", "H", "H", "H", "H", "H", "H", "H", "H", "H", "H", "H", "H", "H", "H", "H", "H", "H", "H", "H", "H", "H", "H", "H", "H", "H", "H", "H", "H", "H", "H", "C", "C", "C", "C", "C", "C", "N", "O", "C", "C", "C", "H", "H", "H", "H", "H", "H", "H", "H", "H", "H", "H", "H", "H", "H", "H", "H", "H", "H", "C", "C", "C", "C", "C", "C", "N", "O", "C", "C", "C", "H", "H", "H", "H", "H", "H", "H", "H", "H", "H", "H", "H", "H", "H", "H", "H", "H", "H"],
  "positions_angstrom": [[6.9459, -0.0258, 1.1266], [7.3888, 1.1074, 0.0775], [6.0853, 1.6056, -0.7226], [6.4425, 2.5926, -1.9572], [5.0795, 2.7016, -2.8371], [4.7185, 4.2459, -3.1996], [4.3532, 5.0518, -1.8536], [2.7413, 5.1359, -1.6645], [2.1578, 6.5166, -2.2520], [0.5328, 6.4265, -2.2438], [-0.0366, 6.6356, -0.7370], [-1.3122, 5.6609, -0.4737], [-2.2735, 6.1662, 0.7050], [-2.8605, 5.0031, 1.6346], [-3.3424, 3.6882, 0.7919], [-2.1744, 2.5992, 0.9611], [-2.1829, 1.4339, -0.1417], [-1.9709, 1.9445, -1.6504], [-0.4405, 2.2367, -2.0412], [0.1812, 1.2574, -3.1534], [-0.2326, -0.2448, -2.8557], [0.1050, -0.9881, -1.5006], [-0.2787, -2.3090, -1.1873], [-0.9773, -2.9718, -2.1019], [-1.3981, -2.5886, -3.4276], [-1.0220, -1.1359, -3.8998], [-1.3450, -0.6171, -5.1662], [-2.7822, -0.6070, -5.4163], [-3.4061, 0.7956, -4.8820], [-4.5766, 0.3976, -3.8442], [6.1433, -0.6819, 0.6419], [6.4562, 0.4825, 2.0227], [7.7994, -0.7034, 1.4618], [7.7905, 1.9877, 0.6816], [8.1811, 0.7650, -0.6720], [5.5960, 0.6802, -1.1989], [5.3428, 2.1713, -0.0491], [7.3384, 2.2409, -2.5691], [6.6799, 3.6423, -1.5522], [4.1868, 2.3269, -2.2104], [5.1455, 2.0654, -3.7981], [5.6113, 4.7337, -3.7423], [3.8120, 4.2379, -3.8910], [4.7525, 4.4786, -0.9464], [4.7647, 6.1132, -1.8418], [2.5090, 5.0075, -0.5519], [2.3259, 4.2110, -2.2121], [2.5542, 6.6113, -3.3325], [2.4550, 7.4055, -1.5955], [0.2982, 5.3679, -2.6440], [0.0894, 7.2009, -2.9545], [0.7951, 6.2469, -0.0479], [-0.2949, 7.7203, -0.5047], [-1.9573, 5.6073, -1.4264], [-0.8723, 4.6217, -0.3188], [-3.1527, 6.7491, 0.2500], [-1.6979, 6.8860, 1.4015], [-3.8000, 5.3664, 2.1993], [-2.1065, 4.6082, 2.4098], [-3.5000, 4.0540, -0.2763], [-4.3502, 3.3112, 1.1699], [-1.1333, 3.0760, 1.0818], [-2.3760, 2.0760, 1.9729], [-1.3195, 0.7091, 0.0984], [-3.1422, 0.7970, -0.0600], [-2.5375, 2.9387, -1.8093], [-2.4988, 1.1877, -2.3317], [-0.3687, 3.3114, -2.4495], [0.1742, 2.2473, -1.0650], [1.3276, 1.3796, -3.0929], [-0.2249, 1.5980, -4.1711], [0.7020, -0.3525, -0.7519], [-1.2717, -3.9315, -1.8269], [-1.9914, -3.2818, -4.1051], [-3.3432, -1.5222, -5.0382], [-2.9060, -0.5798, -6.5624], [-3.8152, 1.4479, -5.7227], [-2.5383, 1.3623, -4.4080], [-4.9448, 1.2841, -3.2302], [-4.1453, -0.4348, -3.1705], [-5.4134, -0.1040, -4.4544], [-4.4290, -3.8139, -1.2773], [-4.5988, -3.3708, 0.1916], [-4.0778, -4.4601, 1.1577], [-5.0303, -5.6277, 1.3598], [-6.4038, -5.1165, 1.7743], [-6.9820, -4.0985, 0.7712], [-6.0216, -2.9900, 0.4463], [-6.0286, -2.1275, 1.4940], [-7.4002, -4.8510, -0.5158], [-8.3268, -3.5681, 1.3315], [-3.6116, -2.1731, 0.2969], [-5.1997, -4.4820, -1.6490], [-4.4315, -2.9458, -1.9471], [-3.4775, -4.3339, -1.4216], [-3.8864, -4.0119, 2.1419], [-3.1107, -4.8411, 0.8119], [-5.0894, -6.2322, 0.4492], [-4.6377, -6.2873, 2.1394], [-7.0850, -5.9672, 1.8823], [-6.3264, -4.6623, 2.7686], [-7.6647, -4.1526, -1.3141], [-8.2808, -5.4767, -0.3311], [-6.6434, -5.5403, -0.8868], [-8.2223, -3.1124, 2.3191], [-9.0477, -4.3827, 1.4473], [-8.7718, -2.8309, 0.6556], [-3.9444, -1.3264, -0.3118], [-2.6180, -2.4579, -0.0631], [-3.4837, -1.8244, 1.3244], [5.7277, -3.5102, 5.0871], [4.5611, -2.4925, 5.0835], [3.2688, -3.1323, 5.6405], [2.5397, -4.0327, 4.6557], [2.2830, -3.2852, 3.3536], [3.5766, -2.7199, 2.7331], [4.3921, -1.9241, 3.7092], [3.7945, -0.7122, 3.8399], [4.4066, -3.8943, 2.1597], [3.1985, -1.8980, 1.4749], [5.0213, -1.4426, 6.1339], [5.7343, -4.2030, 4.2513], [6.6944, -2.9960, 5.0604], [5.7080, -4.1218, 5.9921], [2.5726, -2.3394, 5.9461], [3.4898, -3.6996, 6.5500], [3.1134, -4.9483, 4.4815], [1.5850, -4.3478, 5.0880], [1.7883, -3.9591, 2.6450], [1.5723, -2.4733, 3.5465], [5.4025, -3.5631, 1.8550], [3.9215, -4.3155, 1.2708], [4.5085, -4.7343, 2.8438], [2.4963, -1.0889, 1.6946], [2.7084, -2.5261, 0.7237], [4.0887, -1.4667, 1.0053], [5.9011, -0.8919, 5.7885], [5.2901, -1.9355, 7.0731], [4.2389, -0.7189, 6.3746]]
}



Number 1: DFT total energy -2073.2765 Eh. Number 2: DFT total energy -4697.3957 Eh. Number 3: DFT total energy -3766.0674 Eh. Number 4: DFT total energy -2210.8729 Eh.